Entry 1:
Entry from the Open Molecules 2025 dataset: C22H43N6PSeTi as an isolated structure (ωB97M-V/def2-TZVPD).

Last column: Mulliken charge in e.
Atoms and positions in Å:
Ti  -0.03045  -0.00970  0.56834  0.132
C  0.38103  -3.60028  0.46497  -0.719
C  -0.98092  -3.10636  0.00416  -0.920
N  -1.02947  -1.72966  -0.58201  -0.175
C  -0.62386  -1.68249  -2.01024  -0.717
C  0.81794  -1.25678  -2.16192  -0.762
N  1.04331  0.03194  -1.47379  0.748
C  2.48346  0.37093  -1.53688  -0.854
C  2.84314  1.77448  -1.07157  -1.090
C  2.15557  2.29644  0.19163  -0.616
N  1.72101  1.24718  1.13864  0.322
C  2.83252  0.45430  1.72522  -0.748
C  2.30176  -0.85980  2.27432  -0.634
N  1.47612  -1.51480  1.23229  -0.097
C  1.00708  -2.85937  1.63609  -0.758
H  1.08924  -3.65631  -0.36727  0.288
H  0.23705  -4.63760  0.77595  0.467
H  -1.66253  -3.10499  0.85451  0.437
H  -1.38319  -3.80381  -0.73602  0.476
H  -2.01635  -1.48228  -0.57104  0.271
H  -1.26816  -0.96219  -2.52005  0.276
H  -0.78724  -2.65197  -2.48762  0.425
H  1.08302  -1.18101  -3.22120  0.548
H  1.49350  -1.99242  -1.72160  0.368
H  0.53182  0.74150  -1.99709  -0.584
H  2.84163  0.24350  -2.56324  0.553
H  3.00688  -0.38273  -0.94548  0.418
H  2.64471  2.48898  -1.87283  0.433
H  3.92737  1.78769  -0.94504  0.365
H  1.24959  2.84771  -0.07307  0.133
H  2.82176  3.00393  0.69447  0.475
H  1.29979  1.73906  1.92138  -0.462
H  3.33657  1.02247  2.51129  0.489
H  3.57138  0.26540  0.94698  0.376
H  3.13161  -1.51020  2.56634  0.590
H  1.67653  -0.70001  3.15320  0.053
H  2.09815  -1.66303  0.43722  0.266
H  0.29508  -2.73529  2.45635  0.330
H  1.85571  -3.43393  2.01931  0.494
Se  -2.04272  -0.81661  2.59886  0.399
N  -0.69785  0.46754  2.39152  0.336
C  -0.27474  0.72872  3.68310  0.552
C  0.51466  1.81093  4.09432  -0.649
C  1.00216  1.84143  5.38503  -1.079
C  0.71348  0.81105  6.29937  -0.647
C  -0.09781  -0.23155  5.94326  -0.638
C  -0.63603  -0.27822  4.63426  1.159
N  -1.49454  -1.24005  4.25612  -0.810
H  0.69494  2.65935  3.44427  0.333
H  1.59597  2.68547  5.70801  0.455
H  1.10733  0.87010  7.30398  0.426
H  -0.37186  -1.00846  6.64260  0.513
C  -1.77048  3.70524  1.53565  -1.355
C  -2.72151  2.69350  0.90965  -0.866
P  -1.96957  1.71620  -0.44357  1.995
C  -3.40844  0.84021  -1.18306  -0.726
C  -4.56114  1.70396  -1.69077  -1.442
C  -1.55614  3.02009  -1.67463  -1.095
C  -1.26701  2.54110  -3.09162  -1.348
H  -2.27255  4.25085  2.33313  0.451
H  -1.42626  4.44324  0.81216  0.339
H  -0.90247  3.20999  1.97067  0.261
H  -3.59984  3.19900  0.50174  0.600
H  -3.08167  1.99018  1.66457  0.396
H  -3.77517  0.14894  -0.41393  0.472
H  -3.03293  0.21465  -1.99946  0.166
H  -5.05775  2.23558  -0.88153  0.363
H  -5.30966  1.07902  -2.17553  0.437
H  -4.22651  2.43698  -2.42403  0.319
H  -0.71137  3.59242  -1.28448  0.373
H  -2.40028  3.71639  -1.69108  0.644
H  -0.32356  1.99465  -3.17327  0.326
H  -1.17194  3.39311  -3.76353  0.453
H  -2.06158  1.90751  -3.48641  0.290

Forces on the atoms, in the same order (eV/Å):
-0.4585 -0.1242 0.2905
0.0035 -0.1133 0.0318
-0.0489 0.0311 -0.0349
-0.0200 0.0660 0.0216
-0.0218 -0.0485 -0.0177
0.0017 -0.0317 -0.0799
0.0219 0.0761 0.0646
-0.0045 -0.0545 -0.0467
0.0757 0.0177 -0.0243
-0.0935 0.0887 0.0163
0.0499 -0.0516 0.0488
0.0041 0.0351 0.0431
0.0637 -0.0093 -0.0142
0.1179 0.0532 -0.1677
-0.0460 0.0373 0.0479
0.0100 0.0264 -0.0124
-0.0020 0.0162 -0.0050
0.0377 -0.0260 -0.0170
0.0109 0.0012 0.0376
0.0032 0.0265 0.0436
0.0441 0.0107 0.0023
0.0236 0.0337 -0.0169
-0.0266 -0.0297 0.0286
-0.0187 -0.0013 -0.0091
0.0221 0.0215 0.0235
0.0035 0.0073 0.0311
0.0142 0.0254 -0.0164
-0.0194 -0.0022 -0.0021
-0.0144 -0.0044 0.0067
0.0370 -0.0075 -0.0029
-0.0232 -0.0068 -0.0340
-0.0291 0.0184 -0.0058
-0.0026 -0.0467 -0.0093
0.0093 -0.0100 0.0200
-0.0087 0.0583 0.0324
0.0469 -0.0065 -0.0150
-0.0176 -0.0349 -0.0014
0.0134 -0.0320 -0.0279
-0.0439 -0.0029 0.0052
0.1751 0.0961 -0.1404
-0.1855 0.0964 0.0694
0.1252 0.0098 -0.0926
-0.0171 0.0180 -0.0041
0.0022 0.0211 -0.0420
-0.0281 -0.0533 0.0221
0.0510 0.0232 0.0545
-0.0605 -0.1117 0.0913
0.0029 0.0975 -0.2190
-0.0050 -0.0006 -0.0141
0.0037 0.0117 0.0001
0.0057 -0.0076 0.0177
-0.0050 -0.0140 0.0168
0.0112 0.0415 0.0081
-0.0810 -0.0451 -0.0246
0.2419 -0.1282 -0.0227
-0.0107 -0.1086 0.0139
-0.0025 0.0437 -0.0084
-0.1261 0.1141 0.0655
0.0662 -0.0531 -0.0829
0.0035 -0.0176 0.0237
0.0143 0.0172 -0.0255
0.0396 -0.0165 -0.0036
0.0332 0.0166 0.0076
0.0122 -0.0095 -0.0100
0.0189 0.0186 0.0011
0.0118 0.0264 0.0147
0.0022 0.0086 0.0146
-0.0042 -0.0156 0.0109
0.0000 0.0068 -0.0142
0.0095 -0.0259 0.0056
0.0200 -0.0299 0.0161
-0.0201 -0.0335 0.0034
-0.0186 0.0130 0.0064
-0.0009 -0.0159 0.0056

Computed properties:
Multiplicity ... 3
E_tot ... -130191.5267 eV
Energy above the lowest of the compared OMol25 structures with the same formula, charge and spin ... 0.0 kcal per mole
Charge ... +2
⟨S²⟩ ... 2.06



Entry 2:
Entry from the Open Molecules 2025 dataset: C22H44AlN3O2P as an isolated structure (ωB97M-V/def2-TZVPD).

Last column: Mulliken charge in e.
Atoms and positions in Å:
C  0.29542  -1.27719  -2.11042  0.345
N  -0.75273  -0.85096  -1.32015  0.900
C  -2.01369  -1.26743  -1.67952  0.211
C  -2.24159  -2.23740  -2.64849  -1.094
C  -1.13713  -2.80375  -3.30240  -0.782
C  0.13480  -2.29232  -3.05083  -0.899
Al  -0.51290  0.71257  -0.14131  -2.290
C  -3.06048  -0.51246  -0.95060  -0.936
N  -2.44125  0.04623  0.29252  0.686
C  -2.52330  -1.05008  1.33349  -0.765
C  -1.79447  -2.36383  1.07873  -1.012
C  1.49586  -0.47213  -2.08453  -1.678
P  2.10966  0.30857  -0.59201  1.253
C  3.12416  1.64373  -1.56645  1.770
C  4.44864  1.01207  -2.02672  -1.667
C  3.08937  -0.90214  0.45098  1.954
C  3.90364  -0.06202  1.45502  -1.763
C  2.12797  -1.83903  1.20597  -1.413
C  4.01805  -1.79057  -0.38000  -1.584
C  2.37846  2.13234  -2.83785  -1.765
C  3.41347  2.79927  -0.59418  -1.320
C  -3.23815  1.19935  0.80489  -0.380
C  -3.29652  2.32928  -0.17860  -1.348
H  -3.28304  -2.50166  -2.87809  0.532
H  -1.28128  -3.63103  -4.00901  0.459
H  1.03577  -2.69036  -3.51914  0.566
H  2.22947  -0.53285  -2.90844  0.979
H  2.71037  -2.46271  1.90485  0.699
H  1.37493  -1.29431  1.78772  -0.120
H  1.60676  -2.51814  0.51762  0.260
H  4.52206  -2.49040  0.30590  0.509
H  3.45812  -2.38054  -1.11629  0.307
H  4.79817  -1.22975  -0.90242  0.318
H  4.40149  -0.72711  2.17553  0.528
H  4.68662  0.52523  0.95624  0.312
H  3.26472  0.63000  2.02217  0.183
H  4.96422  1.76866  -2.64559  0.547
H  5.10819  0.76857  -1.17589  0.316
H  4.28288  0.11332  -2.64952  0.280
H  2.20316  1.30044  -3.54197  0.420
H  1.42146  2.62347  -2.61427  0.150
H  3.00606  2.88251  -3.34413  0.525
H  4.03047  2.45114  0.25404  0.299
H  3.98614  3.56879  -1.14201  0.501
H  2.49148  3.25643  -0.19670  0.058
H  -3.44203  0.26904  -1.60927  0.498
H  -3.90720  -1.16428  -0.71186  0.417
H  -2.16630  -0.60847  2.27165  0.457
H  -3.59847  -1.25685  1.45014  0.641
H  -2.76626  1.49928  1.74497  0.346
H  -4.23926  0.82637  1.03533  0.571
H  -3.62255  3.23092  0.34185  0.437
H  -2.33573  2.56482  -0.63434  0.172
H  -3.98593  2.12350  -0.99753  0.431
H  -2.01405  -3.01512  1.94470  0.489
H  -2.16697  -2.89528  0.18554  0.280
H  -0.69692  -2.25998  1.02236  0.061
H  -0.39823  1.15891  -2.45225  0.013
C  -0.09041  3.59638  -0.66986  -1.142
H  -1.01965  3.84397  -1.16054  0.464
H  0.71856  3.66921  -1.38913  0.313
H  0.06418  4.25221  0.17872  0.274
O  -0.26251  2.34750  0.01495  1.417
H  0.54345  0.77985  -2.44141  0.012
C  0.52661  0.70280  3.98172  -1.602
C  0.30986  1.25459  2.62459  0.616
N  0.42425  2.56569  2.45327  -0.118
O  -0.01533  0.42869  1.67187  0.522
H  -0.19397  1.20598  4.65766  0.475
H  1.54877  0.97654  4.31583  0.446
H  0.38338  -0.39531  3.99574  0.270
H  0.25044  2.95211  1.49697  -0.066
H  0.69454  3.14576  3.25001  0.258

Forces on the atoms, in the same order (eV/Å):
-0.2010 -0.0898 0.1941
0.1804 -0.8544 -2.0961
1.7560 0.2201 0.3731
0.0472 0.1875 -0.0072
-0.2776 -0.1450 0.1438
-0.1514 -0.3397 0.1720
0.5370 -1.9282 1.3567
-0.2001 -0.0741 0.4453
-0.3530 -0.1309 -0.3093
-0.0841 0.1970 0.4391
0.0663 -0.2872 0.0913
0.6535 -1.1758 0.2177
-0.8781 0.9983 -0.8205
0.2681 -0.4711 0.5978
0.1762 0.3131 -0.1265
0.4859 -0.3461 -0.0253
0.0260 0.0914 -0.0140
-0.2595 0.1255 0.1211
0.3742 -0.1261 -0.0134
0.0612 0.0829 0.2973
0.1537 0.1240 -0.0884
0.0685 -0.4572 0.1528
-0.3014 0.5200 -0.3978
0.6244 -0.0388 0.0465
0.0859 0.4746 0.2597
-0.4116 0.1714 -0.1547
-0.7995 -0.4048 0.2395
-0.1155 0.2128 -0.3167
0.2685 -0.1632 -0.1535
0.1120 0.1082 0.0789
-0.1547 0.1395 -0.2521
0.1029 0.0639 0.1448
-0.2048 -0.2037 0.1523
-0.1672 0.1039 -0.2171
-0.2166 -0.1873 0.1687
0.1135 -0.1192 -0.0873
-0.0619 -0.4010 0.1903
-0.2843 0.0819 -0.4737
0.2124 0.3963 0.2643
0.1311 0.6772 0.1322
0.4496 -0.3397 -0.2329
-0.0480 -0.2933 0.2023
-0.2933 0.2672 -0.3839
-0.2114 -0.1818 0.3342
0.4202 -0.1831 -0.1657
0.1125 0.1156 0.1295
0.0020 0.1251 0.1097
-0.1035 -0.1218 -0.2536
0.2464 0.0411 0.0588
-0.0523 0.0250 -0.0947
-0.0511 0.1492 0.1209
-0.1234 -0.0147 -0.1617
-0.1345 -0.1367 0.1825
-0.1821 0.1711 0.1522
0.0970 0.2819 -0.3854
0.2266 0.2049 0.4014
-0.5169 0.0238 -0.0458
2.6188 -0.6257 -0.1055
-0.8073 -0.5845 1.0375
-0.1982 0.4305 -0.2355
0.0894 -0.2681 0.2819
0.1735 1.0468 -0.4529
0.2072 1.6881 -1.6437
-2.8833 1.3317 -0.2238
0.1858 -0.1258 0.6105
-0.5482 -0.3995 -1.4537
0.1231 -0.2038 -0.0929
-0.1203 1.1782 1.1171
0.4011 -0.4246 -0.1626
-0.5511 -0.2872 -0.0304
0.1213 0.7652 0.0378
0.1520 -0.6834 1.1227
-0.1841 -0.3172 -0.4998

Computed properties:
Multiplicity ... 2
E_tot ... -47966.4732 eV
Charge ... +2
⟨S²⟩ ... 0.77



Entry 3:
Entry from the Open Molecules 2025 dataset: a 8-piece molecular cluster, C22H44Br8O6 overall (ωB97M-V/def2-TZVPD).

Last column: Mulliken charge in e.
Atoms and positions in Å:
C  2.18415  -7.28790  -1.38268  -1.237
C  0.78550  -7.14100  -0.87986  -0.113
O  -0.19070  -7.65922  -1.75452  -0.290
C  -1.39935  -7.38842  -1.37281  0.745
C  -2.31976  -8.41831  -1.98905  -1.017
O  -1.81054  -6.60807  -0.55277  -0.570
H  2.34902  -6.71923  -2.29784  0.311
H  2.38727  -8.27268  -1.80346  0.340
H  2.96276  -7.09887  -0.64367  0.353
H  0.63105  -7.71826  0.03174  0.266
H  0.56033  -6.10106  -0.64336  0.313
H  -1.82083  -9.34695  -2.26615  0.317
H  -2.65016  -8.03210  -2.95330  0.259
H  -3.17021  -8.69724  -1.36691  0.322
C  6.56769  -1.77743  8.35920  -1.014
C  5.15237  -1.56822  8.87655  -0.282
O  4.22159  -1.53406  7.79073  -0.339
C  3.88464  -0.41365  7.06907  0.731
C  3.03337  -0.74665  5.86788  -1.020
O  4.14874  0.69900  7.38538  -0.524
H  6.82681  -0.99805  7.64259  0.285
H  6.52944  -2.73541  7.84065  0.258
H  7.24501  -1.89855  9.20459  0.366
H  4.95242  -2.27781  9.67943  0.335
H  5.08043  -0.58768  9.34717  0.303
H  2.02178  -1.01196  6.17513  0.267
H  3.24812  -1.67886  5.34541  0.310
H  2.99124  0.22324  5.37228  0.325
C  1.04721  6.77631  2.71702  -1.009
C  0.80134  8.16083  3.32637  0.738
C  1.96993  9.11463  3.31284  -0.945
O  -0.32971  8.47163  3.76782  -0.575
H  0.09912  6.45326  2.28707  0.304
H  1.37237  6.10588  3.51257  0.265
H  1.70833  6.76898  1.85044  0.345
H  2.67707  8.71930  2.58362  0.285
H  2.42803  9.03312  4.29854  0.263
H  1.72184  10.16503  3.16049  0.327
C  -7.30031  1.28804  0.55277  -1.008
C  -7.60795  -0.11650  0.04636  0.757
C  -8.73759  -0.20317  -0.90922  -1.004
O  -6.92691  -1.06027  0.44233  -0.561
H  -6.56906  1.71524  -0.13343  0.272
H  -6.90292  1.19957  1.56389  0.311
H  -8.07375  2.05522  0.51635  0.346
H  -9.32916  -1.10548  -0.75437  0.310
H  -8.49455  -0.11979  -1.96850  0.269
H  -9.41025  0.61999  -0.66829  0.310
Br  5.51879  5.10754  -1.56602  -0.128
C  5.43892  3.26628  -0.75481  -0.680
C  6.77996  2.68561  -0.31400  -0.537
Br  8.02730  2.72377  -1.89430  -0.151
H  4.94298  2.64555  -1.50102  0.388
H  4.79751  3.32536  0.12451  0.374
H  6.59501  1.68083  0.06586  0.374
H  7.23207  3.28894  0.47321  0.360
Br  -3.13680  -3.91260  -7.27053  -0.159
C  -4.09680  -4.46845  -8.97947  -0.574
C  -5.44007  -3.64636  -9.14337  -0.562
Br  -6.45506  -4.16811  -10.84269  -0.168
H  -4.18535  -5.55482  -8.98593  0.385
H  -3.39745  -4.18550  -9.76621  0.349
H  -5.19949  -2.59047  -9.26712  0.361
H  -6.12940  -3.83625  -8.32065  0.368
Br  -3.09634  7.87127  -2.04057  -0.150
C  -1.29576  7.79816  -2.80111  -0.552
C  -1.02701  6.63331  -3.67969  -0.577
Br  0.67345  6.92027  -4.68370  -0.146
H  -0.50465  7.74238  -2.05336  0.366
H  -1.25461  8.68660  -3.43125  0.348
H  -1.84191  6.55901  -4.39977  0.378
H  -0.79504  5.69775  -3.17076  0.334
Br  -0.88220  0.59197  -0.70705  -0.148
C  -0.81350  -1.40047  -1.15411  -0.585
C  0.41846  -1.76148  -1.85982  -0.658
Br  1.97570  -1.72341  -0.61842  -0.137
H  -1.68608  -1.63420  -1.76408  0.376
H  -0.81446  -1.96173  -0.21971  0.363
H  0.70822  -0.98151  -2.56394  0.404
H  0.39831  -2.64591  -2.49660  0.384

Forces on the atoms, in the same order (eV/Å):
0.4479 -0.7097 -1.5324
0.6304 0.4959 1.4615
1.8749 0.4308 -0.8471
-3.3955 -1.9554 0.5149
-0.3435 -0.3478 -0.9592
1.0024 0.6205 -0.0736
0.0500 0.7570 0.2907
-0.2354 -0.5215 0.5317
-0.3019 0.2845 0.0216
0.3048 0.1599 0.3342
-0.0090 0.0069 -0.0409
0.3654 0.1257 0.2493
-0.4264 0.1356 0.0322
0.0503 0.5506 0.0087
-0.9422 -0.7323 -0.1592
0.7536 2.3150 0.1805
-0.5393 -1.0792 -0.6545
-0.2305 -1.8941 0.7909
-0.4778 0.0089 0.7171
0.6101 0.9171 0.3773
0.3090 0.0064 0.2871
0.3552 -0.0481 -0.2114
0.1951 0.3703 -0.1813
-0.8150 -0.4122 -0.6647
0.1200 0.1324 0.1954
-0.1950 0.4806 0.5594
0.9042 0.5433 -0.4115
-0.0495 -0.6075 -0.8316
-0.8581 0.5345 -0.2008
-2.9043 0.8277 0.3029
0.0361 -0.5624 0.2220
3.1226 -0.8532 -1.0592
-0.1711 -0.2535 0.5099
0.0818 -0.1674 -0.2121
0.5271 0.1823 0.4261
0.1778 0.4807 0.0245
0.1986 0.0370 0.1023
-0.2072 -0.2287 -0.1232
0.3082 0.0358 -0.0022
1.4189 -0.3801 0.9787
-1.3649 -0.1552 -0.0309
-1.2203 1.1945 -0.7723
0.5399 -0.1668 0.1405
0.2158 0.1937 -0.1896
-0.5110 -0.5154 0.1280
0.3042 -0.2414 -0.1208
0.3734 -0.0441 0.1032
-0.0579 0.0805 -0.2371
-0.0493 -1.0826 0.6876
0.1002 0.3048 -0.0895
-0.1588 0.9941 -0.9961
-0.5316 -0.4564 1.1343
0.1970 0.1399 0.0086
-0.0491 0.2570 -0.0994
0.3584 -0.1135 -0.3854
0.1125 -0.0492 -0.2543
-0.8665 -0.3957 -1.1095
-0.5066 1.0993 -0.1496
0.9453 -1.1279 -0.3190
0.9332 0.2470 1.2568
-0.2822 0.2557 0.3344
-0.1040 0.0042 0.1348
-0.2148 -0.2073 0.0857
0.0979 0.1239 -0.2292
0.4824 -0.3831 -0.0123
0.7197 0.4662 -0.0707
-0.1169 -0.7851 -0.9576
-0.6449 0.1163 0.2858
-0.4975 0.8008 0.4386
0.2469 0.0890 0.4645
0.3552 -0.4703 -0.1671
-0.5407 0.1593 0.0236
0.0029 -1.5709 -0.3091
-0.6326 0.4095 0.8114
1.9550 1.2738 -1.1149
-0.5051 -0.4302 -0.4845
-0.0470 0.2717 0.1966
-0.5741 0.4063 0.1025
-0.1154 0.0872 0.0218
-0.0914 -0.4654 0.7864

Computed properties:
E_tot ... -596150.7070 eV
SMILES ... CCOC(C)=O.CCOC(C)=O.CC(C)=O.CC(C)=O.BrCCBr.BrCCBr.BrCCBr.BrCCBr